ORCA calculation (wB97M-V/def2-TZVPD) on a molecular structure, C36H65BaN3O8 at a distorted geometry.

Output
* largest force on an atom: 2.47 eV/Å
* HOMO-LUMO gap: 4.03 eV
* highest occupied orbital energy: -4.84 eV
* molecular weight: 805.26 g mol⁻¹
* total charge: 0
* energy: -2202.189166 a.u.

Positions of all 113 atoms, in Å:
Ba (0.4966, -0.4429, 0.4097)
C (-3.2756, -1.6105, 3.1927)
C (-3.9175, -2.2878, 1.9887)
C (-5.2466, -1.5424, 1.8152)
C (-6.0675, -1.9602, 0.6212)
C (-5.2313, -1.6097, -0.6092)
C (-3.8343, -2.3347, -0.5808)
N (-3.2342, -2.0779, 0.7159)
O (-1.8381, -1.9443, 0.7659)
C (-3.0183, -1.7331, -1.7598)
C (-4.0636, -3.8382, -0.8658)
C (-4.1813, -3.7734, 2.3440)
H (-3.9193, -1.4097, 4.0587)
H (-3.0604, -0.5659, 2.9292)
H (-2.3576, -1.9304, 3.6860)
H (-5.1455, -0.4560, 1.8316)
H (-5.8068, -1.7509, 2.7403)
H (-6.8339, -1.1778, 0.5707)
H (-6.4940, -2.9590, 0.6344)
H (-5.1395, -0.5335, -0.7662)
H (-5.7760, -1.9259, -1.5085)
H (-3.5948, -1.5718, -2.6645)
H (-2.0772, -2.2678, -1.9329)
H (-2.4867, -0.8578, -1.3684)
H (-3.7532, -4.4249, -0.0020)
H (-3.5204, -4.2465, -1.7218)
H (-5.1041, -4.1393, -1.0275)
H (-4.9291, -4.3112, 1.7538)
H (-4.4993, -3.8079, 3.3903)
H (-3.3456, -4.4704, 2.2311)
C (-0.3348, -0.0644, -3.1108)
C (0.8094, 0.7743, -3.7197)
C (0.1576, 1.9213, -4.5341)
C (1.0207, 3.1499, -4.8518)
C (1.7712, 3.6095, -3.5965)
C (2.4113, 2.5331, -2.7453)
N (1.5328, 1.4008, -2.5835)
O (2.0555, 0.4419, -1.6705)
C (2.8147, 3.0972, -1.3893)
C (3.7392, 2.1083, -3.4854)
C (1.7024, -0.0570, -4.6283)
H (-0.9886, -0.4203, -3.9079)
H (-0.8104, 0.6434, -2.4288)
H (0.0036, -0.9092, -2.5203)
H (-0.8821, 2.0953, -4.2316)
H (-0.1632, 1.5200, -5.5113)
H (0.3014, 3.9291, -5.1085)
H (1.7106, 2.9821, -5.6774)
H (1.1272, 4.3312, -3.0848)
H (2.5054, 4.2587, -4.0909)
H (3.3092, 4.0690, -1.4345)
H (3.4906, 2.4352, -0.8419)
H (1.9963, 3.1049, -0.6614)
H (4.3635, 2.9846, -3.7110)
H (3.6420, 1.7420, -4.5077)
H (4.3065, 1.4095, -2.8735)
H (2.2665, 0.4689, -5.3989)
H (1.0455, -0.6868, -5.2473)
H (2.3574, -0.7618, -4.1160)
C (6.5920, 2.4028, 1.9603)
C (5.7703, 2.0680, 0.8575)
C (4.8435, 1.0610, 0.9686)
C (4.7846, 0.3229, 2.1524)
C (5.5489, 0.6799, 3.2376)
C (6.4552, 1.7481, 3.1685)
N (3.9203, -0.8502, 2.2114)
O (4.0839, -1.6705, 3.0822)
O (3.0133, -0.8626, 1.4055)
H (7.2926, 3.2171, 1.8300)
H (5.8838, 2.7109, -0.0037)
H (4.2165, 0.7755, 0.1284)
H (5.4119, 0.2724, 4.2316)
H (7.1877, 1.9325, 3.9413)
C (-3.5274, 2.0465, -0.4487)
C (-2.1221, 2.6019, -0.3372)
O (-1.2412, 1.8738, 0.0413)
C (-1.9076, 4.0431, -0.7771)
H (-4.2531, 2.4970, 0.2302)
H (-3.4718, 1.0208, -0.0678)
H (-3.8940, 1.9354, -1.4687)
H (-2.5807, 4.6491, -0.1699)
H (-2.1285, 4.0729, -1.8435)
H (-0.8856, 4.3783, -0.6130)
C (-0.3003, -4.4781, -0.9961)
C (0.8484, -3.6200, -1.4465)
O (1.3982, -2.8575, -0.6788)
C (1.3378, -3.7514, -2.8738)
H (-1.1512, -4.3382, -1.6698)
H (-0.6090, -4.0656, -0.0319)
H (-0.1566, -5.5571, -0.9588)
H (0.6783, -3.1797, -3.5232)
H (1.4245, -4.8059, -3.1406)
H (2.3737, -3.4115, -2.8584)
C (1.2119, -1.1292, 5.3108)
C (0.6278, -1.6450, 4.0263)
O (0.5537, -0.9300, 3.0489)
C (0.1456, -3.0766, 4.0043)
H (1.6815, -1.9409, 5.8636)
H (0.3310, -0.8648, 5.9114)
H (1.7998, -0.2202, 5.2331)
H (-0.8492, -3.1718, 4.4462)
H (0.8157, -3.7021, 4.5908)
H (-0.0126, -3.3910, 2.9731)
C (0.5151, 4.2467, 2.5322)
C (1.2339, 2.9342, 2.5116)
O (0.9435, 2.0907, 1.6960)
C (2.1380, 2.5677, 3.6716)
H (1.2172, 5.0449, 2.2724)
H (-0.0310, 4.4577, 3.4499)
H (-0.2081, 4.3167, 1.7188)
H (2.6657, 1.6354, 3.4864)
H (1.4749, 2.4804, 4.5372)
H (2.9023, 3.2868, 3.9736)

Atomic forces in eV per Å
-0.8 0.1 -1.0
0.9 2.1 0.5
-0.3 -0.3 -1.1
-1.0 -1.2 1.8
0.4 2.4 -0.6
0.2 -1.5 -0.8
-1.0 0.4 -0.6
0.9 1.7 0.2
1.0 -0.3 -0.1
1.5 0.2 1.9
-0.1 -1.0 0.2
-0.2 -0.6 0.4
-0.7 -0.8 -0.3
0.3 -0.1 -0.4
0.1 -0.7 -0.8
0.5 0.0 -0.3
-0.2 0.0 -0.1
-0.7 -0.7 0.2
0.1 0.0 0.0
0.3 0.1 0.6
0.1 -0.2 0.0
0.0 0.0 0.0
-0.5 -0.8 -0.4
-0.9 0.7 -0.2
0.2 0.0 -0.1
0.1 0.3 -0.1
-0.1 0.3 0.0
-0.4 0.6 0.0
-0.1 -0.2 0.0
0.6 0.6 0.2
0.6 0.7 -0.2
0.9 1.2 0.6
-0.6 -1.1 -1.6
-1.1 -0.8 1.5
-0.3 1.4 -1.5
1.4 -0.7 -1.3
-1.6 -0.1 1.2
-0.3 -0.1 0.0
0.1 -0.5 1.1
0.4 0.9 -0.1
-0.5 -1.2 -1.0
-0.2 0.1 0.2
-0.5 -0.2 -0.1
0.3 -0.2 -0.1
0.4 0.8 1.1
0.6 -0.4 -0.1
0.3 0.2 -0.4
-0.1 -0.2 0.0
-0.1 -0.5 0.6
0.6 0.0 0.9
-0.2 0.1 -0.3
0.2 -0.1 -0.6
-0.5 0.4 -0.5
0.1 0.1 0.7
-0.6 -0.5 0.3
-0.1 -0.2 -0.1
0.1 0.4 0.4
-0.1 -0.1 0.1
0.1 0.3 0.4
-0.6 0.0 -0.7
0.7 1.0 1.2
-0.1 -0.8 -0.5
0.7 0.6 -0.3
0.4 0.6 1.3
0.2 -0.7 -1.1
-0.5 0.9 0.4
0.2 -0.2 0.1
-0.1 -0.5 -0.3
0.1 -0.1 0.1
-0.3 -0.4 -0.4
-0.1 0.0 0.0
0.0 -0.7 -0.3
-0.4 0.1 0.4
0.0 -1.2 0.8
-0.6 0.2 -0.6
0.6 0.0 0.1
0.3 -0.7 0.6
0.0 0.6 -0.4
0.2 0.0 -0.1
0.0 0.6 -0.1
-0.2 0.2 -0.4
-0.2 0.3 0.0
0.1 -0.2 0.0
-0.8 0.7 0.3
0.2 -1.0 -0.4
-0.1 0.3 0.1
0.8 -0.3 1.0
0.1 0.1 -0.1
-0.2 -0.3 0.1
0.6 0.1 0.0
0.2 -0.1 -0.3
-0.6 0.0 -0.2
-0.2 0.6 -0.4
-1.0 -0.3 0.5
0.3 -0.1 -0.1
0.1 0.1 0.2
-0.3 0.3 -0.1
0.3 0.2 0.0
0.0 0.0 0.1
0.2 -0.2 -0.3
0.1 0.3 0.3
0.1 -0.2 -0.3
0.3 -0.1 0.0
-0.1 0.8 -1.0
-0.5 -0.7 0.7
0.5 -0.1 -0.2
0.3 0.3 0.2
0.1 0.1 0.6
0.4 0.0 0.3
0.0 -0.5 0.0
-0.3 -0.1 -0.1
0.0 -0.2 0.0
-0.2 0.4 -0.3